This record from the OMol25 dataset describes a structure of composition C66H49N6PRh in a non-equilibrium geometry. The level of theory is ωB97M-V/def2-TZVPD.

HOMO level = -9.16 eV
Kohn-Sham gap = 0.209 Ha
total charge = +1

XYZ file:
```
123
Properties=species:S:1:pos:R:3:forces:R:3
Rh -0.171491 -0.397567 0.165698 1.1 -0.8 0.1
C 2.008930 0.864036 7.341047 0.0 -0.1 0.0
C 2.702942 1.668480 6.450811 0.0 0.1 0.1
C 2.485936 1.554623 5.085284 0.0 -0.1 -0.1
C 1.587341 0.612363 4.595653 0.1 0.1 0.1
C 0.911110 -0.213068 5.495420 0.0 0.1 0.0
C 1.110800 -0.078164 6.859310 0.0 0.0 0.0
C 1.270136 0.464192 3.149786 0.1 -0.5 -0.4
C 1.637966 -0.754899 2.549920 -0.3 0.8 0.1
C 2.552385 -1.674629 3.137947 0.2 -0.8 -0.2
C 2.528730 -2.804074 2.370441 0.2 0.4 0.8
C 1.596409 -2.568296 1.319361 -0.7 -0.3 -0.5
N 1.105685 -1.290715 1.413364 0.7 -0.3 0.3
C 1.125295 -3.556656 0.441183 0.2 0.4 0.2
C 0.213969 -3.335439 -0.585083 0.0 0.0 0.0
C -0.259521 -4.351334 -1.493582 0.0 0.0 0.0
C -1.148837 -3.758870 -2.320029 0.0 0.0 0.1
C -1.223560 -2.372098 -1.934196 -0.1 0.0 0.1
C -2.027233 -1.421729 -2.543709 0.0 0.6 0.3
C -3.105496 -1.874902 -3.466962 0.0 -0.1 -0.1
C -3.031544 -1.779296 -4.851247 0.1 0.0 0.0
C -4.101549 -2.180739 -5.639161 0.0 0.0 -0.1
C -5.260008 -2.666065 -5.053753 0.0 0.0 0.0
C -5.341019 -2.765350 -3.672138 0.0 0.0 0.0
C -4.268025 -2.380724 -2.884792 0.0 0.1 -0.1
C -2.024138 -0.055254 -2.201935 0.1 -0.9 0.3
N -1.484482 0.471967 -1.054210 -0.3 0.6 -0.8
C -1.930601 1.765083 -0.985842 0.3 0.3 0.8
C -1.798617 2.639672 0.114602 0.0 -0.6 -0.4
C -2.778381 3.754054 0.191209 0.0 0.2 0.0
C -4.134141 3.437814 0.299013 0.1 0.1 0.1
C -5.086556 4.434670 0.426174 0.0 0.0 0.0
C -4.703822 5.768530 0.401644 0.0 -0.1 0.0
C -3.363715 6.092483 0.260964 0.0 0.1 0.0
C -2.403912 5.094980 0.174428 0.0 -0.1 -0.1
C -0.927478 2.417322 1.172967 -0.1 0.0 0.1
C -0.808927 3.262298 2.335251 0.1 0.0 0.0
C 0.052328 2.654325 3.178665 0.0 0.0 0.0
C 0.475428 1.430160 2.544370 -0.1 -0.1 0.0
N -0.109901 1.330829 1.314052 0.0 -0.4 -0.1
C -2.666306 2.090055 -2.156889 -0.3 -0.5 -0.7
C -2.729565 0.951310 -2.912499 -0.3 0.9 0.2
N -0.370663 -2.146500 -0.895456 0.0 0.3 0.3
C 1.537610 -4.963226 0.704758 0.1 -0.1 -0.1
C 0.666337 -5.809807 1.386670 0.1 0.1 0.0
C 1.024718 -7.125332 1.638736 0.0 0.0 0.0
C 2.245885 -7.612413 1.194914 0.0 0.0 0.0
C 3.112511 -6.778012 0.505608 0.0 0.0 0.0
C 2.762286 -5.456482 0.267952 0.0 0.0 0.0
H 2.166852 0.965351 8.406249 0.0 0.0 0.0
H 3.415681 2.392680 6.822956 0.0 0.0 0.0
H 3.025751 2.189724 4.393543 0.0 0.0 0.0
H 0.201246 -0.938053 5.115484 0.0 0.0 0.0
H 0.560680 -0.707477 7.546604 0.0 0.0 0.0
H 3.138637 -1.490876 4.022073 0.0 0.0 0.0
H 3.083451 -3.713028 2.532226 0.0 0.0 -0.1
H 0.067546 -5.377460 -1.484873 0.0 0.0 0.0
H -1.697290 -4.196262 -3.137912 0.0 0.0 0.0
H -2.133466 -1.392116 -5.314869 0.0 0.0 0.0
H -4.031414 -2.111250 -6.716780 0.0 0.0 0.0
H -6.095723 -2.971096 -5.668852 0.0 0.0 0.0
H -6.240915 -3.143167 -3.204661 0.0 0.0 0.0
H -4.324018 -2.456585 -1.805325 0.0 0.0 0.0
H -4.438098 2.399907 0.304406 0.0 0.0 0.0
H -6.129548 4.169943 0.540487 0.0 0.0 0.0
H -5.449711 6.547093 0.486082 0.0 0.0 0.0
H -3.064673 7.131552 0.217610 0.0 0.0 0.0
H -1.357830 5.356819 0.070084 0.0 0.0 0.0
H -1.320813 4.200365 2.466601 0.0 0.0 0.1
H 0.379875 2.989266 4.147898 0.0 0.0 0.0
H -3.082815 3.056769 -2.383034 0.0 0.0 0.0
H -3.227473 0.827294 -3.858950 0.0 -0.1 0.0
H -0.288491 -5.425033 1.725147 0.0 0.0 0.0
H 0.346341 -7.773475 2.177962 0.0 0.0 0.0
H 2.520013 -8.642096 1.381515 0.0 0.0 0.0
H 4.060781 -7.155902 0.146450 0.0 0.0 0.0
H 3.436399 -4.804331 -0.275574 0.0 0.0 0.0
C -4.000890 -0.362712 1.000395 0.0 0.0 0.0
C -3.104826 -1.211755 1.828261 -0.2 0.0 0.0
N -1.805638 -1.370045 1.705171 0.6 0.7 -0.8
C -1.411883 -2.247438 2.689294 0.0 -0.2 0.2
C -2.494592 -2.621950 3.417293 0.1 0.0 0.0
N -3.562194 -1.958482 2.861494 0.2 0.0 -0.1
H -3.446691 0.048140 0.160204 -0.1 0.0 0.0
H -4.402053 0.455817 1.601194 0.0 0.0 0.0
H -4.839630 -0.948747 0.621478 0.0 0.0 0.0
H -0.391140 -2.563112 2.813822 0.0 0.0 0.0
H -2.586295 -3.285583 4.257731 -0.1 0.0 0.0
H -4.517456 -2.012900 3.168819 0.0 0.0 0.0
C 1.556388 -2.795115 -4.971109 0.0 0.0 0.0
C 0.767544 -1.658649 -4.867714 0.0 0.0 -0.1
C 0.862597 -0.841442 -3.755550 0.1 0.0 0.0
C 1.784322 -1.127953 -2.745500 -0.2 -0.1 0.1
C 2.563281 -2.276253 -2.850308 0.0 0.1 0.0
C 2.441844 -3.108408 -3.953178 0.0 0.0 0.0
P 1.863200 0.042133 -1.336939 -1.2 0.2 -0.1
C 3.604927 -0.027980 -0.791941 -0.3 -0.1 0.6
C 4.452557 1.071980 -0.923385 -0.1 0.0 -0.1
C 5.789118 0.967185 -0.573105 0.1 0.0 0.0
C 6.299349 -0.233590 -0.103219 0.0 0.0 0.0
C 5.449941 -1.314161 0.084979 0.0 0.0 0.0
C 4.105145 -1.201842 -0.224841 -0.1 0.0 0.0
C 1.801822 1.627880 -2.233738 -0.1 0.0 0.2
C 1.141658 2.722951 -1.690395 0.0 -0.1 0.1
C 1.170027 3.945047 -2.348216 0.0 0.1 0.0
C 1.856380 4.076064 -3.544299 0.0 0.0 0.0
C 2.521833 2.983305 -4.088646 0.0 0.0 0.0
C 2.498223 1.764178 -3.437118 0.0 0.0 0.1
H 1.492190 -3.426223 -5.847387 0.0 0.0 0.0
H 0.085829 -1.401875 -5.667852 0.0 0.0 0.0
H 0.248306 0.047174 -3.682755 0.0 0.0 -0.1
H 3.297772 -2.510382 -2.095183 0.0 -0.1 0.0
H 3.053543 -3.998343 -4.021793 0.0 0.0 0.0
H 4.078561 2.011266 -1.302875 0.0 0.0 0.0
H 6.431741 1.832399 -0.666476 0.0 0.0 -0.1
H 7.350884 -0.323460 0.133361 0.0 0.0 0.0
H 5.839656 -2.244295 0.477958 0.0 0.0 0.1
H 3.433526 -2.020884 -0.002310 0.1 0.0 -0.1
H 0.614957 2.619057 -0.749669 0.1 0.0 -0.1
H 0.664860 4.801641 -1.921413 0.0 0.0 0.0
H 1.883257 5.029816 -4.054147 0.0 0.0 0.0
H 3.071070 3.084417 -5.015240 0.0 0.0 0.0
H 3.029354 0.916971 -3.850222 0.0 0.0 -0.1
```
Forces are in eV/Å.

Mulliken population analysis, charges in e, atoms 1 to 6: 0.671 -0.466 -0.799 0.092 -0.514 0.084